DFT (ωB97M-V/def2-TZVPD) results for a cluster of 10 separate species, C20H30N10 in total.

```
! wB97M-V def2-TZVPD RIJCOSX def2/J DEFGRID3
* xyz 0 1
H 7.20520 -15.18721 -19.67534
N 7.90195 -19.97605 -17.01788
H -0.66195 -19.64154 -20.95817
N 8.95239 -19.55204 -23.03786
C -1.03279 -19.53480 -19.93877
H 5.55074 -24.27182 -18.86115
H 5.54651 -19.37439 -23.73875
C 8.38158 -20.19699 -20.57190
C 3.31339 -21.73169 -16.32263
H 7.35131 -20.02254 -20.26173
C 2.88181 -24.15815 -21.19446
C 8.70303 -19.83161 -21.95511
H 4.15529 -16.43517 -23.03801
H 2.82998 -16.31140 -24.33032
N 5.61038 -17.79367 -20.93008
H 4.29024 -20.46806 -19.93763
H 8.80731 -21.16689 -20.31472
N 5.99730 -23.15895 -15.84838
C 6.04674 -23.30114 -16.99077
C 4.80243 -20.16785 -23.80852
C 0.00877 -19.01184 -19.08332
H 9.00759 -19.41117 -20.14916
H 2.50887 -16.20458 -22.64053
H 4.63033 -20.45573 -22.77141
N 3.53625 -21.39641 -17.40545
C 4.86036 -18.51475 -20.43889
H -1.27443 -20.54334 -19.60328
H 2.98616 -19.32784 -20.33746
C 3.52993 -14.53343 -23.31889
H 3.82260 -19.90121 -24.20467
H 3.48820 -24.09099 -20.29119
C 3.25077 -15.94263 -23.39488
H 7.58627 -15.08128 -17.99369
C 6.21172 -23.51749 -18.43430
N 5.69715 -22.34280 -25.08965
N 3.76372 -13.37071 -23.32493
C 3.93536 -19.44482 -19.81455
H 5.58650 -17.98083 -15.86197
H 5.95491 -22.61290 -18.98555
C 3.07372 -22.15502 -14.94360
H 5.22017 -19.65167 -15.57068
H -1.94249 -18.93444 -19.92751
C 5.31128 -21.32953 -24.57344
H 3.45285 -24.72477 -21.92996
H 1.94621 -24.63187 -20.89725
H 4.80866 -18.98866 -17.16149
H 3.86842 -22.71549 -14.45122
H 2.78943 -21.29450 -14.33798
H 7.22745 -23.90467 -18.51485
C 6.75325 -15.21500 -18.68384
N 2.38540 -21.72803 -21.95415
C 6.83474 -19.50128 -16.73309
H 3.58961 -19.17068 -18.81785
C 5.53355 -18.95495 -16.34816
N 4.89215 -13.46779 -18.35446
H 2.21772 -22.82846 -14.90068
C 2.60921 -22.81101 -21.57983
H 6.27581 -16.18575 -18.55044
C 5.72132 -14.18947 -18.52858
N 0.91123 -18.49390 -18.43606
*
```

Energy relative to the best compared isomer or geometry (same formula, charge and spin)   45.1 kcal/mol
SMILES   CC#N.CC#N.CC#N.CC#N.CC#N.CC#N.CC#N.CC#N.CC#N.CC#N
Electronic energy   -36122.97436 eV
Lowest unoccupied orbital energy   -0.1 eV
Kohn-Sham gap   11.04 eV
M   410.53 g mol⁻¹